Here is a molecular structure, C26H27N8O2PPd from the OMol25 dataset. Energies are from ωB97M-V/def2-TZVPD.

Output
- energy above the lowest of the compared OMol25 structures with the same formula, charge and spin (kJ/mol) = 6.2
- M (g mol⁻¹) = 620.95
- E_HOMO (alpha / beta) (eV) = -5.86 / -8.16
- E (eV) = -56185.575
- 2S+1 = 3

Cartesian coordinates (Å):
Pd 0.50224 0.06750 0.10085
C -0.77046 0.76498 4.12408
C -1.61239 1.86891 4.06805
C -1.78735 2.50913 2.86508
C -1.12853 2.05051 1.71511
N -0.29731 0.98128 1.78483
C -0.15186 0.35642 2.96787
N -1.35895 2.77156 0.56673
C -1.29573 2.27658 -0.62286
N -1.07942 0.89555 -0.94736
C -1.00772 0.79241 -2.38025
N -0.70693 -0.31868 -3.03541
C 0.20151 -1.20578 -2.64675
C 0.34248 -2.36837 -3.47161
C 1.35955 -3.24605 -3.28540
C 2.29616 -2.99871 -2.25674
C 2.08771 -1.91740 -1.45011
N 1.03972 -1.06118 -1.56493
C -1.29020 2.06110 -2.91772
C -1.35408 2.50710 -4.25472
C -1.59721 3.83551 -4.47761
C -1.76305 4.75487 -3.40952
C -1.68459 4.33925 -2.10344
C -1.45149 2.98153 -1.85762
H -0.60961 0.21095 5.03630
H -2.12921 2.21784 4.95260
H -2.42762 3.37169 2.75575
H 0.48004 -0.51671 2.96010
H -0.38416 -2.48402 -4.26249
H 1.46090 -4.11041 -3.92915
H 3.16448 -3.62347 -2.10689
H 2.75408 -1.71376 -0.62465
H -1.21912 1.80706 -5.06758
H -1.66192 4.20309 -5.49376
H -1.94983 5.79601 -3.63635
H -1.79954 5.02867 -1.27771
N 1.86128 -0.85392 1.17620
C 2.94936 -0.19898 1.59092
C 3.25806 1.15276 1.25669
C 4.39710 1.75815 1.73891
C 5.27507 1.05942 2.56659
C 5.00359 -0.26532 2.91060
C 3.87069 -0.88513 2.43631
H 2.57395 1.69609 0.61392
H 4.61159 2.78547 1.47384
H 6.16548 1.54532 2.94278
H 5.68608 -0.80550 3.55408
H 3.64024 -1.91051 2.69640
N -3.13592 -0.36087 0.46346
C -3.59371 -1.75864 0.42507
P -2.36279 -2.85924 1.21491
O -2.99845 -4.13410 1.62461
O -1.51263 -2.01043 2.11938
C -1.16618 -3.28360 -0.15441
N 0.17888 -3.31116 0.50366
H -3.91331 0.26984 0.29704
H -1.88595 0.31366 -0.55213
H -2.78903 -0.18283 1.40488
H -3.76469 -2.07177 -0.60761
H -4.52702 -1.91995 0.97291
H -1.11019 -2.53476 -0.94384
H -1.37419 -4.26261 -0.57894
H 0.17073 -3.92036 1.32191
H 0.39633 -2.35365 0.85435
H 0.92504 -3.58233 -0.13922

These are the Mulliken partial charges, in e, on atoms 1 to 6:
1 Pd 0.707
2 C -0.899
3 C -0.396
4 C -0.660
5 C -0.261
6 N 0.604